ORCA calculation (ωB97M-V/def2-TZVPD) on an isolated molecule of C4H7FO.

```
13
Properties=species:S:1:pos:R:3:forces:R:3
C 2.095 1.554 -0.537 1.329 -0.613 0.057
C 0.860 1.326 -0.230 -2.465 0.591 1.811
O 0.543 0.017 0.003 -3.814 -0.700 0.859
C -0.970 -0.206 0.387 4.569 1.107 0.658
C -1.153 -1.652 0.603 0.316 -1.093 2.170
F -1.230 0.647 1.434 0.020 -0.732 0.040
H 2.523 2.491 -0.700 0.412 1.271 -0.140
H 2.717 0.685 -0.405 0.496 -0.096 -0.672
H 0.111 2.093 0.160 0.857 -0.998 -1.259
H -1.558 0.115 -0.408 -0.904 0.890 -1.529
H -0.292 -2.251 1.028 -0.654 1.310 -0.145
H -1.206 -2.018 -0.413 -1.016 -0.662 -0.029
H -2.014 -1.763 1.361 0.855 -0.274 -1.821
```
Positions in Å, forces in eV/Å.

Its energy relative to the best compared isomer or geometry (same formula, charge and spin) is 40.4 kcal/mol. The SMILES is C=CO[C@@H](C)F. As for the HOMO energy: -0.3263 Eh. Its total energy is -9024.5181 eV. For the HOMO-LUMO gap, the calculation gives 9.92 eV. The spin multiplicity is 1.


ORCA calculation (ωB97M-V/def2-TZVPD) on a cluster of 2 separate species, C3H2BrN3O2 in total.

```
11
Properties=species:S:1:pos:R:3:forces:R:3
C 0.677 1.772 -0.221 0.728 -0.363 0.686
C 0.205 0.855 -1.231 -2.217 1.892 -0.205
C -1.120 -1.559 1.202 -0.117 0.356 0.341
N 1.124 2.327 0.688 -0.340 0.090 -0.521
N 0.645 -0.304 -1.447 -3.419 0.576 -2.663
N -1.675 -0.546 1.062 -0.036 -0.832 -0.507
O 1.500 -1.098 -1.095 -0.200 -1.938 -1.325
O -2.225 0.443 0.727 -0.178 1.099 -0.039
Br 2.888 -0.664 0.319 2.902 0.835 2.983
H -0.797 1.214 -1.779 2.533 -1.113 1.047
H -1.221 -2.439 1.775 0.346 -0.602 0.202
```
Positions in Å, forces in eV/Å.

Its energy relative to the best compared isomer or geometry (same formula, charge and spin) is 118.1 kcal/mol. Its expectation value of S² is 2.01. As for the HOMO energy (spin up / spin down): -0.3088 / -0.3654 Eh. Its total energy is -81741.0839 eV. For the HOMO-LUMO gap (spin up / spin down), the calculation gives 8.70 / 5.98 eV. The spin multiplicity is 3.


ORCA calculation (ωB97M-V/def2-TZVPD) on a cluster of 5 separate species, C20H45BO18P2 in total.

```
86
Properties=species:S:1:pos:R:3:forces:R:3
C -6.816 3.923 0.979 0.034 -0.150 -0.134
C -5.866 4.192 -0.188 -0.341 0.276 0.242
O -4.783 3.271 -0.143 0.062 -0.097 0.024
C -3.570 3.718 -0.608 -0.069 -0.036 -0.572
O -2.518 3.336 0.283 -0.167 0.199 0.101
P -2.395 4.157 1.641 0.183 -0.167 0.428
O -3.655 4.456 2.320 -0.107 0.183 -0.079
O -1.370 3.273 2.454 -0.052 -0.046 -0.146
C -1.895 2.033 2.957 0.543 -0.123 0.133
P -2.469 2.139 4.679 -0.710 -0.296 -0.021
O -3.800 1.568 4.868 0.038 0.067 0.036
O -1.300 1.340 5.459 0.210 0.603 0.130
O -2.332 3.654 5.174 0.239 -0.203 0.178
O -1.506 5.418 1.307 -0.191 -0.015 -0.228
B -2.048 6.642 0.857 0.195 0.087 -0.190
O -3.076 7.242 1.492 0.214 0.087 0.304
O -1.511 7.198 -0.283 0.165 0.111 0.417
H -7.802 3.625 0.623 -0.024 0.044 0.047
H -6.917 4.801 1.613 -0.019 -0.027 0.039
H -6.419 3.111 1.586 0.041 0.053 0.033
H -6.398 4.093 -1.139 0.130 -0.049 -0.054
H -5.490 5.219 -0.128 0.144 -0.066 -0.008
H -3.329 3.242 -1.560 0.141 -0.092 0.088
H -3.556 4.805 -0.769 -0.080 0.022 0.167
H -2.708 1.632 2.350 -0.067 0.173 -0.008
H -1.073 1.318 2.920 -0.056 -0.034 -0.071
H -1.343 1.492 6.414 -0.067 -0.276 -0.068
H -1.525 3.807 5.680 -0.007 0.186 -0.209
H -3.280 6.822 2.340 -0.329 -0.214 -0.244
H -0.723 7.723 -0.094 -0.114 -0.082 -0.309
C -2.268 -4.034 3.836 -0.027 0.128 -0.007
C -0.971 -3.932 3.060 -0.093 -0.174 0.167
O -0.889 -2.717 2.306 0.179 -0.062 -0.142
C -0.441 -1.562 2.830 -0.176 0.044 0.066
C -0.266 -1.438 4.322 0.369 -0.271 0.050
O -0.259 -0.633 2.086 0.033 0.011 -0.005
H -2.351 -3.246 4.583 0.029 -0.031 0.037
H -2.327 -4.996 4.344 0.008 -0.009 -0.010
H -3.116 -3.939 3.159 0.001 -0.041 -0.010
H -0.099 -4.051 3.706 -0.007 0.079 0.019
H -0.922 -4.726 2.316 0.006 0.074 -0.080
H -1.192 -1.059 4.752 -0.022 -0.019 0.002
H 0.523 -0.717 4.518 -0.098 0.125 -0.059
H 0.005 -2.368 4.818 -0.107 -0.020 0.007
C 0.155 2.715 -2.090 0.121 -0.009 -0.079
C -0.870 2.417 -3.164 0.067 -0.011 0.197
O -0.427 2.810 -4.467 -0.120 -0.028 -0.075
C 0.328 2.008 -5.249 0.145 0.049 0.050
C 0.958 0.767 -4.668 -0.368 -0.053 -0.016
O 0.528 2.348 -6.384 0.000 -0.012 -0.036
H 1.069 2.143 -2.250 -0.017 -0.039 0.033
H -0.242 2.464 -1.107 -0.028 0.006 -0.005
H 0.418 3.774 -2.101 -0.055 0.015 0.011
H -1.169 1.368 -3.157 0.019 -0.007 -0.030
H -1.770 3.004 -2.995 0.010 0.045 -0.081
H 1.951 1.011 -4.298 0.020 -0.023 -0.009
H 1.064 0.043 -5.468 0.098 0.038 -0.023
H 0.390 0.302 -3.866 0.048 0.064 0.069
C 5.981 -3.136 -7.588 0.012 0.096 0.059
C 4.650 -3.520 -6.977 0.069 -0.040 -0.094
O 4.350 -2.754 -5.805 -0.115 -0.076 0.042
C 3.749 -1.547 -5.855 0.134 0.125 -0.071
C 3.611 -0.834 -7.180 -0.210 -0.118 -0.039
O 3.394 -1.044 -4.824 0.083 -0.089 0.046
H 5.979 -2.104 -7.937 -0.022 -0.014 -0.040
H 6.207 -3.784 -8.435 -0.002 -0.014 0.004
H 6.775 -3.237 -6.849 0.003 -0.034 -0.007
H 3.835 -3.454 -7.698 -0.005 0.032 0.006
H 4.680 -4.551 -6.627 -0.002 0.013 0.040
H 4.486 -0.199 -7.319 0.016 -0.005 -0.006
H 2.732 -0.195 -7.136 0.058 0.076 0.062
H 3.515 -1.493 -8.038 0.085 0.002 -0.011
C 4.606 -6.561 2.549 0.036 0.059 0.094
C 3.129 -6.471 2.869 0.078 -0.041 -0.104
O 2.891 -6.028 4.211 -0.167 -0.042 0.041
C 2.835 -4.725 4.552 0.226 0.125 -0.020
C 3.308 -3.679 3.569 -0.335 0.034 -0.237
O 2.462 -4.432 5.655 -0.097 -0.027 0.007
H 5.088 -5.584 2.596 -0.016 0.009 -0.046
H 4.749 -6.965 1.547 -0.009 -0.011 -0.002
H 5.105 -7.214 3.264 -0.010 -0.029 -0.018
H 2.594 -5.843 2.156 0.007 0.029 0.020
H 2.674 -7.459 2.826 -0.006 0.000 0.046
H 4.365 -3.477 3.738 0.010 -0.034 0.028
H 2.747 -2.765 3.751 0.083 0.026 0.139
H 3.162 -3.949 2.527 0.119 -0.043 -0.005
```
Positions in Å, forces in eV/Å.

The SMILES is CCOCO[P@@](=O)(OCP(=O)(O)O)OB(O)O.CCOC(C)=O.CCOC(C)=O.CCOC(C)=O.CCOC(C)=O. As for the HOMO energy: -0.3626 Eh. Its total energy is -77587.8039 eV. For the HOMO-LUMO gap, the calculation gives 10.03 eV. The spin multiplicity is 1.


ORCA calculation (ωB97M-V/def2-TZVPD) on a structure of composition C3H6N2O.

```
12
Properties=species:S:1:pos:R:3:forces:R:3
C -0.622 -1.916 0.694 -1.576 -1.842 -0.301
C 0.819 -2.158 0.844 1.852 -2.991 -2.184
C -0.932 1.203 0.005 -0.527 0.425 2.449
N 0.159 -1.278 -0.120 1.770 5.119 -1.432
N 0.374 0.602 -0.067 0.944 -2.671 -0.123
O -1.762 -2.153 0.928 -0.733 0.088 0.843
H 1.142 -1.820 1.752 1.026 1.371 2.346
H 1.582 -3.005 0.446 -2.221 1.900 0.605
H -0.910 2.406 0.019 0.245 -2.850 0.078
H -1.575 0.832 -0.748 -0.874 0.074 -1.077
H -1.333 0.746 0.979 0.105 1.455 -1.139
H 0.732 0.642 -1.019 -0.010 -0.078 -0.063
```
Positions in Å, forces in eV/Å.

Its energy relative to the best compared isomer or geometry (same formula, charge and spin) is 133.5 kcal/mol. As for the HOMO energy (spin up / spin down): -0.3522 / -0.3522 Eh. Its total energy is -8230.9092 eV. For the HOMO-LUMO gap (spin up / spin down), the calculation gives 9.07 / 9.07 eV. The spin multiplicity is 1.


ORCA calculation (ωB97M-V/def2-TZVPD) on a structure of composition C13H14N5SV.

```
34
Properties=species:S:1:pos:R:3:forces:R:3
V 0.137 -0.091 0.388 0.352 -0.001 0.003
N -1.928 3.238 -1.366 0.001 -0.033 0.020
C -1.468 2.248 -0.595 -0.020 0.217 -0.083
S 0.299 2.083 -0.539 -0.331 -0.048 -0.111
N -2.371 1.540 0.060 0.423 -0.206 0.144
N -1.760 0.565 0.789 -0.074 0.144 -0.166
C -2.373 -0.016 1.748 0.106 -0.162 0.241
C -1.581 -0.964 2.559 -0.152 0.293 -0.176
C -2.112 -1.568 3.682 0.049 -0.141 0.126
C -1.297 -2.381 4.459 -0.082 0.042 -0.022
C 0.024 -2.561 4.089 0.083 0.026 -0.084
C 0.484 -1.928 2.945 0.035 -0.058 0.007
N -0.288 -1.146 2.189 -0.393 -0.153 0.061
H -1.288 3.862 -1.823 -0.003 -0.008 -0.016
H -2.917 3.420 -1.402 -0.001 -0.002 0.013
H -3.394 0.245 2.007 0.006 -0.048 0.029
H -3.146 -1.396 3.949 -0.001 0.009 -0.009
H -1.692 -2.860 5.345 0.009 -0.004 0.001
H 0.698 -3.178 4.664 -0.020 -0.006 0.019
H 1.508 -2.050 2.612 0.004 -0.013 0.017
N -0.020 -1.922 -0.804 0.110 0.101 -0.060
C 1.347 -2.423 -0.725 -0.202 0.051 -0.068
C 2.350 -1.524 -0.390 0.173 0.077 0.063
C 3.670 -1.950 -0.304 -0.059 -0.092 0.031
C 3.975 -3.281 -0.548 0.011 0.008 0.013
C 2.966 -4.177 -0.874 -0.031 -0.028 -0.003
C 1.649 -3.753 -0.967 0.101 0.017 0.099
H -0.252 -1.693 -1.768 0.001 0.010 0.009
H -0.678 -2.641 -0.516 0.005 0.024 0.049
H 2.191 -0.448 -0.243 -0.113 -0.023 -0.133
H 4.449 -1.243 -0.054 0.008 -0.002 -0.007
H 5.000 -3.621 -0.487 0.004 0.009 0.001
H 3.206 -5.214 -1.066 0.004 0.001 -0.001
H 0.861 -4.449 -1.228 -0.001 -0.002 -0.010
```
Positions in Å, forces in eV/Å.

Its expectation value of S² is 3.76. As for the HOMO energy (spin up / spin down): -0.4082 / -0.4194 Eh. Its total energy is -57677.1903 eV. For the HOMO-LUMO gap (spin up / spin down), the calculation gives 7.50 / 7.62 eV. Its total charge is +1. The spin multiplicity is 4.